Below is a molecular structure, C16H55AsF6N11O10, with properties calculated with ωB97M-V/def2-TZVPD.

## Properties
Total energy (Eh): -4832.42210
LUMO (eV): 1.8
Molecular weight (g/mol): 750.59
Multiplicity: 1
Highest occupied orbital energy (Eh): -0.276
Charge: -1
HOMO-LUMO gap (eV): 9.3
Energy above the lowest of the compared OMol25 structures with the same formula, charge and spin (kcal per mole): 158.7

Geometry as XYZ:
```
99
C16H55AsF6N11O10 (ωB97M-V/def2-TZVPD)
As 5.559 1.911 -13.399
F 6.567 1.675 -14.923
F 4.717 0.457 -13.804
F 4.639 2.213 -11.915
F 6.567 3.414 -13.099
F 4.502 2.986 -14.369
F 6.695 0.945 -12.434
C 1.068 -5.693 -11.580
O 1.149 -6.628 -10.853
N 0.101 -5.599 -12.432
N 1.823 -4.580 -11.431
H 0.062 -4.722 -12.930
H -0.511 -6.401 -12.483
H 1.555 -3.745 -11.932
H 2.507 -4.540 -10.689
C 10.856 0.270 -21.192
O 11.618 -0.473 -20.582
N 9.731 0.810 -20.819
N 11.235 0.583 -22.376
H 9.438 0.526 -19.894
H 9.440 1.662 -21.276
H 10.651 1.256 -22.851
H 12.195 0.372 -22.607
C 15.203 -0.422 -14.143
O 16.084 -1.234 -14.280
N 15.391 0.760 -13.606
N 13.953 -0.605 -14.378
H 16.267 0.853 -13.113
H 14.579 1.349 -13.482
H 13.761 -1.461 -14.877
H 13.249 0.118 -14.413
C 3.769 -5.513 -20.761
O 4.416 -5.816 -21.698
N 2.635 -5.968 -20.440
N 3.982 -4.383 -20.120
H 2.393 -6.483 -21.274
H 2.055 -5.704 -19.657
H 3.390 -4.076 -19.361
H 4.826 -3.902 -20.397
C 12.901 7.386 -12.297
C 12.715 6.651 -10.993
C 11.804 7.347 -10.013
O 11.743 6.834 -8.671
C 12.924 7.017 -7.916
N 12.001 5.356 -11.216
H 13.864 7.090 -12.713
H 13.128 8.439 -12.129
H 12.160 7.313 -13.093
H 13.706 6.472 -10.577
H 10.776 7.389 -10.375
H 12.136 8.385 -10.032
H 12.679 6.866 -6.865
H 13.222 8.048 -8.108
H 13.727 6.281 -7.955
H 11.586 5.003 -10.365
H 11.089 5.439 -11.642
C 8.993 4.678 -0.026
C 8.495 3.498 -0.955
C 8.504 3.868 -2.411
O 8.217 2.675 -3.264
C 8.196 2.828 -4.639
N 9.260 2.321 -0.777
H 9.911 5.198 -0.300
H 9.295 4.312 0.955
H 8.256 5.474 0.072
H 7.442 3.271 -0.789
H 9.462 4.302 -2.699
H 7.877 4.758 -2.471
H 9.208 2.860 -5.042
H 7.604 3.675 -4.985
H 7.600 2.003 -5.030
H 9.376 1.794 -1.630
H 10.136 2.430 -0.285
C 7.179 -7.197 -13.826
C 8.185 -7.568 -12.728
C 8.200 -6.707 -11.433
O 7.047 -6.732 -10.637
C 7.115 -6.108 -9.321
N 8.007 -8.948 -12.284
H 6.148 -6.978 -13.548
H 7.106 -7.934 -14.626
H 7.591 -6.303 -14.296
H 9.209 -7.538 -13.101
H 8.272 -5.752 -11.953
H 9.148 -6.749 -10.897
H 7.692 -6.717 -8.625
H 6.161 -5.959 -8.816
H 7.635 -5.156 -9.215
H 7.785 -9.532 -13.077
H 7.284 -8.942 -11.578
O 0.568 -1.940 -16.764
H 1.200 -1.556 -16.157
H 0.016 -1.204 -17.032
O 5.680 5.538 -18.797
H 5.616 5.002 -18.007
H 6.603 5.494 -19.043
O 0.693 8.424 -14.730
H 0.075 7.857 -15.192
H 1.135 7.842 -14.112
```

Below is 10 unconnected molecules or ions with the total composition C16H56B3F3NO8S, with properties calculated with ωB97M-V/def2-TZVPD.

## Properties
Total energy (Eh): -2071.65126
LUMO (eV): 3.8
Molecular weight (g/mol): 512.12
Multiplicity: 1
Highest occupied orbital energy (Eh): 0.011
Charge: -3
HOMO-LUMO gap (eV): 3.5
Energy above the lowest of the compared OMol25 structures with the same formula, charge and spin (kcal per mole): 0.0

Geometry as XYZ:
```
88
C16H56B3F3NO8S (ωB97M-V/def2-TZVPD)
N -16.678 -2.842 16.258
H -15.955 -3.070 15.590
H -16.563 -1.988 16.785
H -16.700 -3.628 16.891
H -17.605 -2.826 15.859
B -18.626 -8.089 11.977
H -19.088 -7.438 12.703
H -17.754 -8.533 12.432
H -19.283 -8.909 11.734
H -18.339 -7.508 11.114
B -17.806 -7.297 18.218
H -16.867 -7.176 18.735
H -18.242 -8.192 18.634
H -18.450 -6.446 18.374
H -17.646 -7.425 17.158
B -13.031 -5.398 13.899
H -13.671 -4.690 13.395
H -13.535 -6.345 14.016
H -12.096 -5.536 13.379
H -12.734 -5.002 14.858
C -24.925 -2.634 15.569
F -25.119 -1.461 14.984
F -24.581 -2.343 16.791
F -26.002 -3.398 15.672
S -23.462 -3.617 14.729
O -22.271 -2.881 14.781
O -23.304 -4.853 15.467
O -23.835 -3.918 13.339
C -20.449 3.457 15.010
C -20.162 4.949 14.876
C -19.594 5.538 16.194
O -19.134 5.005 13.872
H -19.577 2.885 15.328
H -20.944 3.100 14.107
H -21.180 3.348 15.812
H -21.113 5.403 14.597
H -18.640 5.108 16.499
H -20.337 5.285 16.950
H -19.507 6.621 16.271
H -18.887 5.913 13.678
C -18.893 -2.279 7.625
C -17.618 -2.827 7.099
C -16.937 -2.092 5.983
O -16.820 -3.003 8.273
H -19.631 -2.137 6.837
H -18.808 -1.298 8.093
H -19.336 -2.925 8.383
H -17.837 -3.840 6.761
H -17.771 -1.657 5.431
H -16.348 -2.715 5.310
H -16.174 -1.374 6.284
H -16.936 -2.222 8.819
C -13.043 1.663 13.384
C -13.736 1.605 11.993
C -12.822 0.833 11.043
O -14.927 0.796 11.897
H -12.218 2.360 13.534
H -12.715 0.693 13.756
H -13.764 2.050 14.103
H -13.991 2.593 11.609
H -13.112 0.794 9.993
H -12.623 -0.108 11.556
H -11.820 1.248 10.939
H -15.683 1.145 12.374
C -12.453 -5.420 21.185
C -12.207 -6.292 22.398
C -13.206 -7.388 22.653
O -10.926 -6.843 22.305
H -13.460 -5.010 21.263
H -12.294 -6.047 20.308
H -11.780 -4.565 21.112
H -12.244 -5.670 23.292
H -13.353 -8.120 21.859
H -14.129 -6.814 22.734
H -13.001 -7.881 23.604
H -10.444 -6.770 23.132
C -19.121 -0.509 22.109
C -18.072 0.507 21.889
C -17.224 0.543 23.190
O -17.267 0.445 20.752
H -19.626 -0.698 21.162
H -19.857 -0.343 22.896
H -18.664 -1.481 22.291
H -18.698 1.375 21.682
H -17.766 0.935 24.050
H -16.458 1.307 23.060
H -16.774 -0.434 23.366
H -16.427 0.795 21.058
```

Below is 12 unconnected molecules or ions with the total composition C16H56N4O12, with properties calculated with ωB97M-V/def2-TZVPD.

## Properties
Total energy (Eh): -1764.91464
LUMO (eV): 0.4
Molecular weight (g/mol): 496.64
Multiplicity: 1
Highest occupied orbital energy (Eh): -0.337
Structure (SMILES): NC(N)=O.NC(N)=O.CCO.CCO.CCO.CCO.CO.CO.CO.CO.CO.CO
HOMO-LUMO gap (eV): 9.5
Energy above the lowest of the compared OMol25 structures with the same formula, charge and spin (kcal per mole): 65.7

Geometry as XYZ:
```
88
C16H56N4O12 (ωB97M-V/def2-TZVPD)
C 23.480 -3.277 9.309
C 22.554 -4.419 9.697
O 21.319 -3.901 10.098
H 23.588 -2.615 10.122
H 23.162 -2.674 8.495
H 24.461 -3.705 9.022
H 23.008 -5.089 10.454
H 22.307 -4.975 8.828
H 20.755 -4.630 10.304
C 18.289 -6.059 9.746
C 18.078 -4.562 10.137
O 18.709 -3.970 9.036
H 19.351 -6.407 9.703
H 17.880 -6.226 8.739
H 17.950 -6.754 10.545
H 18.508 -4.276 11.086
H 17.001 -4.372 10.140
H 18.880 -3.026 9.168
C 17.867 -1.396 7.056
C 17.367 -1.059 5.648
O 16.341 -1.861 5.175
H 16.917 -1.394 7.672
H 18.571 -0.642 7.421
H 18.448 -2.327 7.001
H 18.205 -1.171 4.990
H 17.133 -0.032 5.622
H 16.357 -1.728 4.215
C 18.748 2.824 6.563
C 19.183 3.244 7.966
O 20.456 2.838 8.184
H 18.513 1.752 6.626
H 19.541 3.018 5.881
H 17.898 3.383 6.258
H 18.527 2.806 8.745
H 19.070 4.330 7.971
H 20.426 1.905 8.487
C 20.026 -0.660 9.787
O 19.630 0.622 9.499
N 21.173 -1.095 9.419
N 19.316 -1.548 10.494
H 21.748 -0.531 8.751
H 21.462 -2.103 9.543
H 18.313 -1.319 10.645
H 19.766 -2.446 10.791
C 16.347 -1.455 11.753
O 15.921 -2.793 11.883
N 16.586 -0.622 12.737
N 16.655 -0.988 10.577
H 16.119 -0.929 13.616
H 16.846 0.354 12.723
H 16.162 -1.609 9.885
H 16.582 0.049 10.369
C 22.423 -1.040 12.508
O 22.721 0.098 11.654
H 22.904 -0.977 13.515
H 22.809 -1.962 12.045
H 21.349 -1.237 12.592
H 22.155 -0.112 10.863
C 21.121 -4.028 13.685
O 20.197 -3.693 12.689
H 21.804 -4.762 13.151
H 20.658 -4.566 14.526
H 21.629 -3.061 14.003
H 19.540 -3.109 13.103
C 18.844 -1.770 15.077
O 18.211 -2.371 13.998
H 18.051 -1.314 15.528
H 19.578 -0.996 14.757
H 19.362 -2.457 15.777
H 17.732 -1.752 13.411
C 21.031 -2.541 6.312
O 21.578 -3.809 6.194
H 20.342 -2.344 5.524
H 21.894 -1.891 6.155
H 20.600 -2.364 7.347
H 21.930 -3.893 5.313
C 19.550 1.030 12.869
O 18.900 1.841 11.946
H 20.559 1.331 13.029
H 19.578 -0.032 12.593
H 18.970 1.104 13.839
H 19.054 1.465 11.023
C 23.502 0.772 8.469
O 22.697 0.159 7.546
H 23.936 -0.029 9.056
H 22.819 1.369 9.120
H 24.267 1.402 7.984
H 23.139 0.300 6.715
```